Entry 1:
{
  "formula": "C19H28N3S2SbSe4Tc",
  "method": "the ωB97M-V functional and the def2-TZVPD basis",
  "symbols": ["Tc", "C", "C", "C", "C", "C", "C", "C", "C", "C", "S", "C", "N", "H", "H", "H", "H", "H", "H", "H", "H", "C", "C", "C", "C", "N", "C", "S", "N", "C", "C", "C", "C", "H", "H", "H", "H", "H", "H", "H", "H", "H", "H", "H", "H", "H", "H", "H", "H", "H", "H", "H", "H", "Se", "Sb", "Se", "Se", "Se"],
  "positions_angstrom": [[-1.7616, 0.7621, -0.8853], [-2.2253, 2.8273, -3.2874], [-2.1393, 3.5232, -1.9706], [-2.2259, 4.9344, -1.9227], [-2.1837, 5.5754, -0.7287], [-2.0919, 4.8365, 0.4690], [-2.1148, 5.4496, 1.7466], [-2.0997, 4.6710, 2.8636], [-2.0667, 3.2606, 2.7493], [-2.0241, 2.6400, 1.5318], [-2.0575, 0.8800, 1.3663], [-2.0233, 3.4450, 0.3680], [-2.0105, 2.8118, -0.8662], [-2.0431, 3.5290, -4.1002], [-3.2196, 2.3908, -3.4041], [-1.5069, 2.0098, -3.3708], [-2.3229, 5.4798, -2.8512], [-2.2425, 6.6576, -0.6821], [-2.1642, 6.5301, 1.8149], [-2.1342, 5.1260, 3.8450], [-2.0993, 2.6504, 3.6450], [4.2471, -1.2705, -2.7137], [4.0312, -2.5317, -1.8839], [2.8463, -3.3714, -2.3530], [1.5018, -2.6727, -2.2199], [1.2119, -2.3928, -0.8086], [0.7546, -1.2643, -0.2856], [0.5635, 0.1936, -1.2673], [0.4792, -1.2257, 1.0076], [0.5463, -2.3544, 1.9293], [1.9476, -2.6757, 2.4279], [1.9416, -3.8672, 3.3730], [3.3349, -4.2504, 3.8536], [5.1393, -0.7343, -2.3884], [3.4082, -0.5751, -2.6317], [4.3751, -1.5139, -3.7719], [3.8926, -2.2595, -0.8325], [4.9291, -3.1524, -1.9157], [2.8193, -4.3190, -1.8031], [2.9720, -3.6391, -3.4063], [0.6987, -3.2837, -2.6310], [1.4874, -1.7227, -2.7467], [1.2812, -3.1811, -0.1829], [0.0138, -0.3753, 1.3111], [0.0851, -3.2340, 1.4655], [-0.1009, -2.0935, 2.7667], [2.3510, -1.7930, 2.9308], [2.6195, -2.8731, 1.5843], [1.4753, -4.7216, 2.8707], [1.3053, -3.6369, 4.2333], [3.9802, -4.5250, 3.0150], [3.3061, -5.0983, 4.5391], [3.8128, -3.4188, 4.3773], [-6.9395, 1.4300, -2.6841], [-5.8616, 0.6832, -0.6637], [-3.6219, -0.2645, -1.7289], [-6.6646, -0.9584, 0.8292], [-5.4129, 2.9525, 0.0745]],
  "lowdin_charge": [0.3864, -0.0387, -0.3066, -0.0019, 0.0133, -0.1718, -0.0263, -0.0622, -0.0914, -0.5870, 0.6075, -0.2820, -0.0550, 0.0849, 0.0721, 0.0597, 0.1185, 0.1265, 0.1162, 0.1081, 0.1075, -0.1001, -0.2608, -0.1999, -0.1896, 0.0395, -0.7087, 0.5793, 0.0000, -0.1757, -0.2092, -0.2720, -0.1110, 0.0739, 0.0515, 0.0795, 0.0947, 0.1067, 0.1111, 0.1186, 0.1274, 0.0662, 0.1289, 0.0224, 0.1291, 0.1353, 0.1252, 0.1039, 0.1119, 0.1144, 0.0732, 0.0722, 0.0755, -0.0244, -0.3728, 0.0165, -0.1403, 0.0299],
  "total_charge": 0,
  "multiplicity": 2,
  "total_energy_ha": -11628.2751,
  "gap_ev": [6.02, 5.63]
}

Entry 2:
{
  "formula": "C4H2S",
  "method": "the ωB97M-V functional and the def2-TZVPD basis",
  "symbols": ["C", "C", "C", "C", "S", "H", "H"],
  "positions_angstrom": [[2.3489, 0.5855, 0.0306], [1.1887, 0.2608, -0.1945], [-0.1401, 0.1690, -0.2780], [-1.3903, -0.3245, -0.6211], [-2.9124, -0.7678, -0.0933], [3.3970, 0.6208, -0.0348], [-2.4917, -0.5438, 1.1910]],
  "lowdin_charge": [0.1419, -0.2081, -0.1048, -0.5087, 0.7467, 0.0220, -0.0890],
  "de_lowest_kcal_mol": 45.8,
  "total_charge": 0,
  "total_energy_ha": -551.6131,
  "gap_ev": 7.81
}

Entry 3:
{
  "formula": "C26H17F5N4O2PtS2",
  "method": "the ωB97M-V functional and the def2-TZVPD basis",
  "symbols": ["Pt", "O", "S", "O", "N", "C", "C", "C", "C", "C", "C", "C", "C", "N", "C", "C", "C", "C", "C", "C", "C", "H", "H", "H", "H", "H", "H", "H", "H", "H", "H", "H", "N", "C", "C", "C", "N", "C", "C", "H", "H", "H", "H", "H", "H", "F", "C", "C", "F", "C", "F", "C", "S", "C", "F", "C", "F"],
  "positions_angstrom": [[-0.1946, -1.2785, -0.6300], [2.0410, -1.3108, -0.8603], [2.4805, -0.0121, -0.3559], [2.9442, 0.9440, -1.3097], [0.9914, 0.5518, 0.2995], [0.4574, 1.6855, 0.0275], [0.9422, 2.8307, -0.7374], [-0.1484, 3.8868, -0.8214], [-2.6405, 3.1506, -0.9309], [-2.9174, 1.8476, -1.1285], [-4.1423, 1.2078, -1.4832], [-4.3573, -0.0393, -0.9964], [-3.3490, -0.7276, -0.2545], [-2.1453, -0.2916, -0.0692], [-1.7749, 0.9604, -0.6946], [3.6058, -0.1889, 1.0027], [3.4393, -1.1788, 1.9568], [4.3659, -1.2682, 2.9857], [5.4347, -0.3862, 3.0432], [5.5863, 0.5990, 2.0799], [4.6678, 0.6985, 1.0482], [2.0019, 3.0398, -0.7751], [0.8002, 5.6564, -1.3673], [-3.2848, 3.9674, -1.2105], [-4.9172, 1.7575, -1.9932], [-5.3003, -0.5356, -1.1390], [-3.6030, -1.6783, 0.1948], [2.6203, -1.8769, 1.8914], [4.2580, -2.0326, 3.7384], [6.1706, -0.4888, 3.8254], [6.4205, 1.2808, 2.1249], [4.7703, 1.4331, 0.2650], [0.1762, 5.3366, -0.6135], [0.1988, 3.1683, -2.0281], [-1.3989, 3.3407, -0.1033], [-1.0007, 1.8961, 0.2916], [-0.9653, 0.4567, -1.8008], [-0.6087, 1.0521, -2.9103], [-0.4166, 2.4362, -3.0288], [0.6575, 5.4963, 0.2853], [-0.6795, 5.9103, -0.6356], [-1.6270, 3.9613, 0.7684], [-1.2975, 1.6296, 1.3055], [-0.4747, 0.3997, -3.7678], [-0.5511, 2.8973, -3.9957], [-1.8749, -6.7207, 2.8313], [-1.6570, -5.9263, 1.8018], [-2.6753, -5.6851, 0.8724], [-3.8635, -6.2432, 1.0309], [-2.4387, -4.8388, -0.2060], [-3.4050, -4.5947, -1.0871], [-1.2167, -4.1684, -0.3495], [-0.9002, -3.1927, -1.7655], [-0.2292, -4.3893, 0.6196], [0.9018, -3.6609, 0.5422], [-0.4198, -5.2820, 1.6639], [0.5425, -5.4849, 2.5524]],
  "lowdin_charge": [0.8745, -0.3814, 0.7249, -0.2549, -0.0463, -0.2251, -0.0473, -0.2719, 0.0744, -0.1337, 0.0385, 0.0113, -0.0686, 0.0253, -0.4115, -0.2862, -0.0363, -0.0339, -0.0303, -0.0383, -0.0521, 0.1541, 0.1920, 0.1357, 0.1354, 0.1254, 0.1329, 0.1134, 0.1216, 0.1226, 0.1202, 0.1132, 0.2900, -0.0062, -0.1233, -0.0721, 0.0393, -0.0708, 0.0610, 0.1933, 0.1893, 0.1670, 0.1804, 0.1427, 0.1360, 0.1697, -0.1115, -0.1315, 0.1535, -0.2361, 0.0952, -0.5176, 0.7334, -0.2289, 0.0364, -0.1315, 0.1448],
  "total_charge": 2,
  "total_energy_ha": -2784.6699,
  "gap_ev": [5.15, 5.35]
}

Entry 4:
{
  "formula": "C45H56As3ClF5N4OSi2Tl",
  "method": "the ωB97M-V functional and the def2-TZVPD basis",
  "symbols": ["Tl", "C", "C", "As", "C", "C", "C", "C", "C", "C", "C", "C", "C", "C", "C", "C", "As", "C", "C", "C", "C", "C", "C", "C", "C", "C", "C", "C", "C", "H", "H", "H", "H", "H", "H", "H", "H", "H", "H", "H", "H", "H", "H", "H", "H", "H", "H", "H", "H", "H", "H", "H", "H", "O", "C", "C", "C", "C", "C", "C", "N", "H", "H", "H", "H", "H", "H", "H", "N", "C", "C", "N", "C", "C", "N", "H", "H", "H", "H", "H", "F", "C", "F", "C", "F", "F", "F", "C", "Si", "C", "C", "As", "Si", "C", "C", "C", "H", "H", "H", "H", "H", "H", "H", "H", "H", "H", "H", "H", "H", "H", "H", "H", "H", "H", "Cl", "C", "H", "H"],
  "positions_angstrom": [[1.0865, 0.6689, -0.7960], [-3.3366, 0.2937, -1.3159], [-2.5947, -0.7528, -0.3992], [-2.8953, -0.3727, 1.5755], [-4.6208, -1.3125, 1.8987], [-5.6160, -0.5188, 2.4244], [-6.8208, -1.0622, 2.7528], [-7.0681, -2.3637, 2.6316], [-6.0602, -3.2683, 2.1783], [-4.8398, -2.7142, 1.7403], [-1.7375, -1.8721, 2.2100], [-0.8672, -2.4522, 1.3512], [-0.3527, -3.7453, 1.5488], [-0.6309, -4.3700, 2.7654], [-1.4806, -3.7102, 3.7504], [-2.0336, -2.5114, 3.4142], [-2.1260, 1.8823, -1.4221], [-2.8146, 2.7290, -3.1030], [-3.9939, 3.8707, -2.9098], [-4.6636, 4.4081, -3.9400], [-4.1207, 4.1676, -5.2909], [-3.0266, 3.3348, -5.4976], [-2.4756, 2.5509, -4.3169], [-2.9234, 2.9141, 0.0444], [-4.1809, 2.9593, 0.5683], [-4.4831, 3.6283, 1.7299], [-3.5265, 4.2149, 2.4871], [-2.1821, 4.2977, 1.9359], [-1.9668, 3.6807, 0.6800], [-4.3293, 0.5230, -0.8186], [-3.3233, -0.1166, -2.3284], [-1.5628, -0.6580, -0.3625], [-3.0057, -1.9555, -0.6578], [-5.4116, 0.5253, 2.4878], [-7.6239, -0.3243, 2.9444], [-7.9865, -2.8454, 2.7912], [-6.2901, -4.4145, 2.1216], [-3.9971, -3.3413, 1.3999], [-0.7221, -1.9766, 0.3201], [0.2805, -4.1351, 0.7586], [-0.2845, -5.4427, 3.0016], [-1.7168, -4.2287, 4.6944], [-2.7989, -1.9694, 4.0868], [-4.2254, 4.3116, -1.7780], [-5.6844, 4.9866, -4.3995], [-4.4765, 4.4553, -6.3569], [-2.6002, 3.0488, -6.3964], [-1.9303, 1.7634, -4.6473], [-4.7992, 2.2968, 0.2129], [-5.6999, 3.5197, 2.4361], [-3.6118, 4.4616, 3.6265], [-1.4351, 4.7905, 2.3576], [-1.1074, 3.7618, 0.1501], [1.0623, 3.7453, 2.9018], [2.2060, 3.1236, 2.3692], [2.1841, 1.6246, 2.7018], [3.0102, 0.8179, 1.9434], [3.1160, -0.4858, 2.2437], [2.1602, -1.0697, 3.1406], [1.2546, -0.1761, 3.6827], [1.3024, 1.1480, 3.5475], [0.7291, 3.0146, 3.2654], [3.2503, 3.3075, 2.9376], [2.4186, 3.2899, 1.1944], [3.7821, 1.4225, 0.9976], [3.8174, -1.0715, 1.5241], [2.0144, -2.1077, 3.3388], [0.4096, -0.6442, 4.2923], [1.8833, -7.4934, 3.2007], [2.1280, -6.9913, 2.0348], [3.4131, -6.4179, 1.8171], [3.7315, -5.7734, 0.6800], [2.7911, -5.8304, -0.3166], [1.5990, -6.4260, -0.1116], [1.1934, -6.9695, 1.0211], [2.6238, -7.4471, 3.9441], [0.9275, -7.6506, 3.3948], [4.1047, -6.3472, 2.6408], [3.2236, -5.4114, -1.3307], [0.9218, -6.4520, -0.9619], [2.8876, -6.7524, 6.1610], [3.9543, -7.1734, 5.2384], [4.6587, -7.9657, 6.1120], [4.8517, -5.8937, 5.0705], [4.2171, -4.9868, 4.3338], [5.9729, -6.1258, 4.3579], [5.2612, -5.1627, 6.1663], [5.8928, 1.7648, -3.9367], [4.0299, 1.6195, -3.6797], [4.0525, -0.2046, -3.3666], [3.1860, 2.0316, -5.3325], [3.3753, 2.6886, -1.7676], [2.1252, 4.6018, -2.6589], [3.3081, 5.9319, -3.0764], [1.1494, 5.0368, -1.1314], [0.9524, 4.4119, -4.2188], [5.9268, 0.6189, -4.8725], [6.3886, 1.3459, -3.0533], [6.4310, 2.9026, -4.2482], [4.9057, -0.4351, -2.2957], [4.9403, -1.3325, -3.5794], [3.0834, -0.7933, -3.5157], [3.7027, 2.0703, -6.1188], [2.8848, 2.7299, -4.9205], [2.2223, 1.4574, -5.6846], [4.2243, 5.7821, -2.5800], [2.8901, 6.7241, -2.3823], [3.3155, 5.9573, -4.5043], [0.8895, 6.0532, -1.0639], [1.0151, 4.2799, -0.3722], [-1.3900, 6.1803, -2.1250], [0.8753, 3.4432, -4.7189], [1.5249, 5.2433, -4.9664], [-0.1487, 4.5679, -4.0817], [-0.1802, -1.1776, -3.3657], [0.6667, 0.4018, -3.1248], [0.0869, 1.2237, -3.2177], [1.3058, 0.5951, -3.9129]],
  "lowdin_charge": [0.4196, -0.4096, -0.4742, 1.3201, -0.3925, -0.1592, -0.1397, -0.1248, -0.0704, -0.0939, -0.4360, -0.1507, -0.0664, -0.0601, -0.0890, -0.1801, 1.2937, -0.3301, -0.0817, -0.1644, -0.1468, -0.0554, -0.1666, -0.4304, -0.1848, -0.1393, -0.1143, -0.0123, -0.1202, 0.0634, 0.0492, -0.1056, 0.1628, 0.0653, 0.1154, 0.0778, 0.1292, 0.1062, 0.0794, 0.0901, 0.1044, 0.1018, 0.1269, 0.1311, 0.1566, 0.1131, 0.0623, 0.0623, 0.0301, 0.1923, 0.1291, 0.0399, 0.0140, -0.0282, -0.2129, -0.3607, -0.1888, -0.1024, -0.0434, -0.1542, 0.1082, -0.0317, 0.1543, 0.1022, 0.1623, 0.1440, 0.0919, 0.1228, 0.1455, -0.3986, -0.0668, 0.0586, -0.2021, -0.2465, 0.1025, 0.0388, 0.0848, 0.0720, 0.1227, 0.0929, -0.1238, -0.2663, -0.0541, -0.6027, 0.0958, 0.0975, 0.0708, -0.3178, -0.0357, -0.3353, -0.1476, 0.6045, 0.1236, -0.2786, -0.1340, -0.2236, 0.1297, -0.0403, 0.0789, 0.0981, 0.1150, -0.0104, -0.0520, -0.2003, 0.1018, -0.0377, 0.0168, 0.1478, -0.0590, -0.0463, 0.1038, -0.0156, 0.0565, -0.0095, 0.3559, -0.8713, -0.1376, -0.1015],
  "de_lowest_kcal_mol": 565.4,
  "total_charge": -2,
  "total_energy_ha": -10460.0448,
  "gap_ev": [4.99, 5.68]
}

Entry 5:
{
  "formula": "C6H9N5O4",
  "method": "the ωB97M-V functional and the def2-TZVPD basis",
  "symbols": ["C", "C", "C", "C", "C", "C", "N", "N", "N", "N", "N", "O", "O", "O", "O", "H", "H", "H", "H", "H", "H", "H", "H", "H"],
  "positions_angstrom": [[0.5667, -2.0869, -0.3116], [0.2614, -1.5408, -1.4926], [0.0219, -1.4877, 0.8171], [-0.5018, -0.2901, -1.5817], [-0.1801, 0.8439, -0.7391], [0.6945, -0.6530, 1.6384], [0.0909, 0.2703, 2.5079], [-0.6813, 2.8250, 0.2254], [-0.9792, 1.7791, -0.5606], [-1.3991, -0.2620, -2.5358], [2.1127, -0.7136, 1.8071], [-1.6650, -1.1329, -3.4345], [2.7441, -1.1532, 0.8335], [-2.2918, 0.8389, -2.5469], [2.6465, -0.1957, 2.8046], [1.4201, -2.8633, -0.2833], [0.4404, -2.1133, -2.4019], [-1.0956, -1.4947, 0.7399], [0.7807, 0.7525, -0.2109], [0.7593, 0.8148, 3.0415], [-0.7771, -0.0790, 2.9338], [0.2771, 2.8332, 0.4763], [-1.2313, 3.6857, 0.0485], [-2.0141, 1.4230, -1.7750]],
  "lowdin_charge": [-0.1304, -0.0289, -0.0512, -0.1831, -0.1096, -0.2940, 0.1252, 0.0456, -0.0676, -0.2251, -0.3063, -0.0072, 0.0722, 0.0536, 0.0637, 0.1532, 0.1203, 0.1651, 0.1357, 0.0899, 0.1202, 0.0781, 0.1217, 0.0591],
  "de_lowest_kcal_mol": 0.0,
  "total_charge": 0,
  "total_energy_ha": -808.4543,
  "gap_ev": [6.89, 6.89]
}

Entry 6:
{
  "formula": "H14LiO7",
  "method": "the ωB97M-V functional and the def2-TZVPD basis",
  "symbols": ["Li", "O", "H", "H", "O", "H", "H", "O", "H", "H", "O", "H", "H", "O", "H", "H", "O", "H", "H", "O", "H", "H"],
  "positions_angstrom": [[-0.1651, -0.1784, 0.2735], [0.5000, 2.3514, -2.0747], [0.5100, 3.2969, -1.9261], [0.0851, 1.9898, -1.2915], [0.9610, -0.6353, 2.0029], [1.4983, 0.1275, 2.2165], [1.5850, -1.3584, 1.9400], [-0.4202, 1.8639, 0.7858], [-0.6389, 1.8824, 1.7175], [-0.7511, 2.6950, 0.4451], [-0.9241, -0.1578, -1.6652], [-0.1818, -0.0487, -2.2595], [-1.6598, -0.3755, -2.2375], [-1.8464, -0.6445, 1.3930], [-2.3148, -1.3455, 1.8463], [-1.8699, 0.0931, 2.0026], [1.7441, -0.0158, -0.7707], [2.0849, -0.8913, -0.9540], [2.1304, 0.5388, -1.4485], [0.2274, -3.0547, -0.1970], [-0.5908, -2.6071, -0.4125], [0.0368, -3.5257, 0.6142]],
  "lowdin_charge": [0.7046, 0.2479, 0.1302, 0.0252, -0.0347, 0.0744, 0.0735, -0.0513, 0.0756, 0.0800, -0.0158, 0.0542, 0.1045, -0.0663, 0.0824, 0.0490, 0.0075, 0.0870, 0.0801, 0.1406, 0.0532, 0.0983],
  "de_lowest_kcal_mol": 26.3,
  "total_charge": 2,
  "multiplicity": 2,
  "total_energy_ha": -541.9236,
  "gap_ev": [12.67, 3.03]
}